17
Properties=species:S:1:pos:R:3:forces:R:3:lowdin_charge:R:1 method="wB97M-V/def2-TZVPD" e_homo_ev=-4.74 e_tot_ev=-12486.05437 homo_lumo_gap_ev=8.717 e_above_lowest_kj_mol=35.32 molar_mass_g_mol=121.1 e_lumo_ev=3.974 charge=-1
O 2.371 -1.090 1.712 0.004 0.087 -0.118 -0.04
C 1.212 -0.746 1.444 0.049 -0.197 0.227 -0.70
O 0.151 -1.203 1.973 -0.162 -0.329 0.366 -0.08
C 0.965 0.299 0.364 0.160 0.700 0.104 -0.14
C 0.666 -0.325 -0.994 0.119 -0.416 -0.282 -0.19
C -0.304 0.478 -1.832 -0.424 0.456 -0.013 -0.29
O -1.555 0.722 -1.205 0.254 0.115 -0.771 -0.10
H 0.129 0.923 0.692 0.052 -0.111 -0.069 0.10
H 1.829 0.965 0.292 0.078 -0.109 -0.069 0.11
H 1.606 -0.435 -1.544 -0.041 0.013 -0.085 0.11
H 0.277 -1.344 -0.895 -0.118 0.087 0.249 0.12
H 0.151 1.444 -2.104 0.026 -0.021 0.049 0.10
H -0.536 -0.034 -2.771 0.204 -0.104 -0.063 0.10
H -1.520 0.522 -0.258 -0.220 -0.126 0.402 0.00
H -2.226 0.436 2.135 -0.277 0.204 -0.349 0.03
H -1.196 -0.579 1.674 -0.105 0.199 -0.882 0.02
O -2.019 -0.034 1.317 0.401 -0.448 1.305 -0.14